{
  "formula": "C6H31NO10",
  "method": "ωB97M-V with the def2-TZVPD basis set",
  "species": ["C", "O", "C", "C", "N", "C", "C", "O", "C", "H", "H", "H", "H", "H", "H", "H", "H", "H", "H", "H", "H", "H", "H", "H", "O", "H", "H", "O", "H", "H", "O", "H", "H", "O", "H", "H", "O", "H", "H", "O", "H", "H", "O", "H", "H", "O", "H", "H"],
  "xyz": [[1.10904, 3.64337, -2.39746], [0.07970, 3.76789, -1.47142], [-0.03325, 2.81186, -0.48612], [-0.79159, 1.55336, -0.96757], [0.04604, 0.66000, -1.79304], [-0.60294, -0.60977, -2.10112], [0.26574, -1.37550, -2.99935], [0.47445, -0.54269, -4.19269], [1.25013, -1.22126, -5.19333], [1.25949, 4.56031, -2.95444], [0.95620, 2.93119, -3.22129], [2.09554, 3.37319, -2.00211], [-0.71817, 3.28960, 0.20475], [0.91918, 2.46534, -0.12272], [-1.64908, 1.92306, -1.54124], [-1.11833, 0.91659, -0.14318], [0.19205, 1.15714, -2.66169], [-1.58168, -0.39926, -2.54905], [-0.75535, -1.15136, -1.16916], [-0.12275, -2.29319, -3.41425], [1.25370, -1.62628, -2.65230], [1.77683, -2.05663, -4.72480], [2.08166, -0.63158, -5.56410], [0.56397, -1.57282, -5.97826], [1.33000, -3.61081, 4.04144], [1.49357, -4.05025, 4.87241], [0.60511, -3.00583, 4.20607], [-2.86943, -0.09310, 4.43208], [-2.62470, 0.82667, 4.33577], [-2.91621, -0.43566, 3.53086], [-3.11845, -1.33451, 1.81456], [-2.19060, -1.06692, 1.75006], [-3.07943, -2.28223, 1.78153], [1.81908, 0.00508, 0.19647], [2.56832, 0.60895, 0.08427], [1.15463, 0.23237, -0.53114], [-1.56280, 2.11173, 3.38658], [-1.14753, 1.55512, 2.71798], [-1.89351, 2.91063, 2.96144], [-0.62263, -1.46219, 4.69494], [-1.55500, -1.02944, 4.71125], [-0.22090, -1.26598, 5.55380], [2.22741, -2.75849, -0.24802], [2.39735, -1.85668, 0.01407], [3.02053, -3.03427, -0.70280], [-0.27506, -0.03835, 2.10735], [0.49478, 0.08689, 1.53105], [0.01488, -0.58531, 2.85388]],
  "mulliken_charge": [-0.68, -0.40, -0.35, -0.71, -0.21, -0.53, -0.65, -0.40, -0.77, 0.31, 0.24, 0.30, 0.27, 0.31, 0.46, 0.35, 0.14, 0.40, 0.31, 0.50, 0.30, 0.33, 0.28, 0.24, -0.63, 0.29, 0.36, -0.76, 0.39, 0.36, -0.70, 0.35, 0.34, -0.86, 0.30, 0.41, -0.68, 0.43, 0.31, -0.68, 0.38, 0.28, -0.62, 0.32, 0.29, -0.51, 0.35, 0.23],
  "smiles": "COCCNCCOC.O.O.O.O.O.O.O.O",
  "relative_energy_kj_mol": 189.9,
  "lumo_ev": 0.40,
  "homo_energy_ev": -9.9,
  "energy_ha": -1054.32496
}